4 unconnected molecules or ions with the total composition C26H57N2O6 in a non-equilibrium geometry. Source: OMol25; level of theory: ωB97M-V/def2-TZVPD.

Last column: Mulliken charge in e.
Atoms and positions in Å:
C -1.691 0.471 -0.581  -0.03
H -5.607 -4.168 1.894  0.26
H 7.202 2.582 -0.377  0.32
H -9.425 -5.440 5.900  0.24
C 4.470 6.790 -3.745  0.46
H 8.616 3.532 -3.766  0.40
C -1.032 1.796 -0.323  -0.82
C -6.087 -3.241 2.235  -0.30
H 8.717 2.903 -1.238  0.41
H -8.977 -8.408 5.329  0.35
O -4.672 -1.706 0.971  -0.24
H 5.510 4.210 -2.209  0.15
H 3.389 7.061 -1.893  0.33
H -3.456 -3.208 0.281  0.33
H -4.616 -2.564 -0.907  0.38
H 4.413 -3.061 -4.364  0.28
C 4.568 -2.770 -3.323  -0.59
H 5.068 -0.277 -3.596  0.40
C -8.829 -6.352 5.967  0.53
H 4.450 6.110 -4.597  0.27
C 3.356 6.419 -2.778  -0.81
C -6.472 -2.368 5.619  -1.14
H 3.425 -1.119 -1.067  0.43
H -10.520 -7.699 5.821  0.38
O 5.821 -2.140 -3.162  -0.46
H 0.258 3.103 -1.456  0.34
C 0.251 2.067 -1.128  -0.95
C 1.516 1.830 -0.307  -0.78
H 0.307 1.438 -2.017  0.50
C 5.756 -0.751 -2.891  -0.48
H 5.819 7.184 -2.385  0.32
O 5.751 6.588 -3.140  -0.46
H -6.451 -2.530 0.246  0.44
N -1.364 -0.407 -1.578  0.16
C 3.240 0.876 -1.926  -0.11
H -9.796 -7.265 4.265  0.33
H -7.981 -5.811 7.880  0.32
H -5.979 -2.474 6.581  0.30
H 3.598 2.413 -0.470  0.46
H -0.644 -0.264 -2.268  0.19
H 6.749 -0.369 -3.118  0.27
H -5.098 -3.912 5.048  0.26
C 4.338 8.222 -4.237  -1.45
C 2.786 2.098 -1.120  -0.52
H -9.428 -6.825 7.996  0.39
H -7.067 -6.848 5.287  0.30
H -6.589 -1.308 1.507  0.30
C 7.662 3.172 -1.172  -1.41
H 3.463 5.385 -2.444  -0.09
H -6.264 -1.362 5.260  0.36
C -8.517 -6.645 7.425  -1.33
N -2.971 -1.334 -0.494  0.19
H -7.547 -2.459 5.752  0.28
H -1.762 2.592 -0.442  0.43
H 3.741 -2.120 -3.035  0.15
H 4.543 -3.670 -2.711  0.28
H 2.376 6.531 -3.244  0.42
C -3.986 -2.312 -0.053  -0.55
H 1.498 2.492 0.560  0.41
C -6.009 -2.166 1.176  -0.82
C -9.580 -7.497 5.308  -1.37
H -3.256 0.219 0.976  0.60
C 7.560 3.762 -3.614  -1.32
O -5.511 -2.752 3.410  -0.32
H -7.148 -3.472 2.377  0.41
H -7.882 -7.532 7.507  0.35
H -6.726 -4.129 4.420  0.05
H 3.951 0.183 -0.034  0.53
C -5.950 -3.394 4.606  0.06
H -2.095 -2.342 -2.167  0.46
H 6.048 0.412 -1.110  -0.02
H 2.588 2.911 -1.821  0.11
H 6.988 1.878 -2.744  -0.23
H 5.142 8.464 -4.931  0.34
H 7.464 4.820 -3.376  0.22
H 3.384 8.380 -4.742  0.38
C -2.143 -1.491 -1.513  -0.17
H 1.541 0.808 0.083  0.29
H 5.783 -1.289 -0.857  0.44
C 5.433 -0.428 -1.429  -0.49
H 4.400 8.920 -3.398  0.37
H 2.347 0.409 -2.357  -0.02
H -0.764 1.783 0.734  0.41
H 3.849 1.224 -2.755  0.34
H 7.594 4.225 -0.887  0.37
C -2.717 -0.134 0.119  -0.34
C 6.951 2.939 -2.496  0.99
O 5.560 3.261 -2.380  -0.27
H 7.028 3.588 -4.550  0.33
C 3.967 -0.175 -1.066  -0.96
O -7.624 -6.063 5.248  -0.51

* largest force on an atom: 0.0235 hartree/bohr
* 2S+1: 1
* lowest unoccupied orbital energy: -2.4311 eV
* net charge: +1
* HOMO-LUMO gap: 8.71 eV
* DFT total energy: -43144.47461 eV
* E_HOMO: -11.14 eV
* M: 493.75 g/mol

A molecular structure, C24H33Cl2N4O3Zn in a non-equilibrium geometry. Source: OMol25; level of theory: ωB97M-V/def2-TZVPD.

Last column: Mulliken charge in e.
Atoms and positions in Å:
C -2.414 1.519 -2.158  0.84
C 4.123 1.106 2.498  -1.02
C 0.538 -6.543 0.576  -0.44
H 4.873 1.873 2.277  0.34
N 0.620 -2.483 1.280  0.33
C 2.417 1.370 -1.563  -1.72
C -1.310 2.352 -2.243  -0.18
H -2.357 0.638 -1.509  0.00
H 1.460 0.226 -4.942  0.41
H 3.002 0.535 -1.136  0.32
H 1.377 -3.989 3.958  0.22
H 1.420 -1.335 -4.147  0.31
C 1.789 1.169 1.816  0.82
H -0.249 -6.188 -1.410  0.36
H 2.884 2.832 4.287  0.33
H 0.487 3.140 -1.537  0.18
C -0.017 -4.340 -0.318  -0.37
Zn 0.879 -1.163 -0.342  1.06
C 2.670 2.977 3.221  -0.96
C -3.560 1.750 -2.927  -1.03
H -0.367 0.227 -3.235  0.40
H -0.429 3.998 -3.280  0.33
O -0.886 0.413 2.814  -0.69
H 2.662 -0.181 -3.733  0.38
H -4.398 -0.194 2.826  0.32
H 4.363 0.722 3.497  0.31
N 1.076 -3.738 3.017  -0.05
N -2.904 0.849 1.791  0.42
C 0.881 -5.990 1.822  -0.78
C 0.928 -2.462 2.571  -0.53
H -3.060 2.571 0.637  0.32
C -0.105 2.247 -1.278  -0.25
N 2.804 1.719 2.498  0.26
H 2.459 2.226 -0.886  0.36
H -2.774 -0.971 2.757  0.22
H -4.432 1.114 -2.789  0.40
H -2.411 4.377 -4.736  0.36
H -3.834 -0.954 1.315  0.29
H -1.378 2.209 1.964  0.66
C 0.994 1.021 -1.859  0.81
C -1.663 1.172 2.213  -0.24
H -4.225 1.277 0.219  0.32
H 4.160 0.302 1.758  0.25
H 0.620 -7.620 0.417  0.35
H 1.047 -1.578 3.189  0.51
H 1.656 3.374 3.099  0.26
Cl 2.466 -2.108 -1.496  -0.62
C -1.323 3.379 -3.183  -0.50
H -0.357 -3.653 -1.100  0.32
C 0.403 -3.799 0.895  0.92
O -0.451 2.400 -0.043  -0.62
H 3.413 3.700 2.855  0.32
C -3.717 1.793 1.044  -1.06
H 1.248 -6.575 2.670  0.34
C 0.676 0.338 -2.974  0.30
Cl -1.380 -1.109 -0.587  -0.77
C -3.516 -0.394 2.201  -0.95
O 1.930 0.161 1.079  -1.01
C 1.606 -0.272 -3.972  -1.71
C -2.438 3.580 -3.999  -0.61
H 0.826 1.672 1.954  -0.22
H 2.922 1.647 -2.505  0.44
C 0.746 -4.621 1.982  0.00
H -4.481 2.256 1.690  0.34
C -3.575 2.781 -3.864  -0.41
C 0.051 -5.728 -0.468  -0.66
H -4.463 2.976 -4.467  0.34

* largest force on an atom: 0.0481 hartree/bohr
* 2S+1: 1
* lowest unoccupied orbital energy: 2.3343 eV
* ΔE to the lowest compared entry with this formula, charge and spin: 16.9 kcal per mole
* net charge: -1
* HOMO-LUMO gap: 5.88 eV
* DFT total energy: -110992.75089 eV
* E_HOMO: -3.54 eV
* M: 561.85 g/mol

A single C20H17Cl2NO4 molecule in a non-equilibrium geometry. Source: OMol25; level of theory: ωB97M-V/def2-TZVPD.

Last column: Mulliken charge in e.
Atoms and positions in Å:
H -1.448 -5.802 -0.051  0.37
N -1.229 -3.718 0.583  0.49
O -1.690 3.024 -1.050  -0.57
H 1.309 -4.425 -0.421  0.29
C -0.758 2.284 -1.477  -0.03
H -0.639 -1.836 2.352  0.38
C 2.686 4.071 0.575  0.36
C 2.908 6.444 -0.080  -0.76
H 3.519 7.305 0.063  0.40
C 3.376 5.349 0.656  -0.35
O 2.121 1.780 0.857  -0.36
O -0.592 1.932 -2.769  -0.40
H -0.014 0.558 1.761  0.60
Cl 0.970 -6.019 1.320  -0.24
H 0.759 -5.935 -0.987  0.51
H -0.906 -2.651 -1.837  0.32
C 1.509 3.853 -0.145  0.12
C 1.626 6.240 -0.661  -0.36
C -0.188 -0.198 1.054  -0.79
C 1.198 2.355 0.067  0.24
H -0.189 -0.422 -2.379  0.30
C -0.886 -4.832 -0.364  -0.68
O 4.104 2.802 1.742  -0.60
C -2.452 -4.007 1.393  -1.04
Cl -4.067 -3.673 -0.537  -0.21
C -0.321 -0.680 -1.276  -0.60
H -2.755 -5.071 1.391  0.40
H -4.426 -3.017 1.782  0.40
C -0.178 0.231 -0.303  0.32
H -2.307 -3.781 2.409  0.42
C -0.484 -1.587 1.302  -0.48
H -1.111 -4.619 -1.390  0.33
C 0.527 -5.219 -0.276  -0.61
C -3.569 -3.063 1.061  -0.23
C -0.779 -2.466 0.229  -0.21
H 1.028 7.059 -1.059  0.37
C -0.644 -2.077 -0.978  -0.05
H 4.303 5.379 1.201  0.47
C 3.039 2.824 1.148  -0.02
C 0.192 1.611 -0.569  0.94
H 0.112 4.854 -1.400  0.29
C 0.933 5.040 -0.691  -0.30
H -3.187 -2.038 1.010  0.19
H -1.400 2.138 -3.253  0.39

* largest force on an atom: 0.1520 hartree/bohr
* 2S+1: 1
* lowest unoccupied orbital energy: -0.5185 eV
* ΔE to the lowest compared entry with this formula, charge and spin: 1.5 kcal per mole
* net charge: 0
* HOMO-LUMO gap: 7.65 eV
* DFT total energy: -55738.17423 eV
* E_HOMO: -8.17 eV
* SMILES: O=C(O)/C(=C1/OC(=O)c2ccccc21)c1ccc(N(CCCl)CCCl)cc1
* M: 406.26 g/mol

Which of these has the lowest HOMO-LUMO gap?
C24H33Cl2N4O3Zn

Which formula does entry 2 have?
C24H33Cl2N4O3Zn

What is the formula in the second record?
C24H33Cl2N4O3Zn

Look up the 2S+1 of the third one.
1